{
  "formula": "C55H78GeN8O2P3STi",
  "method": "ωB97M-V with the def2-TZVPD basis set",
  "symbols": ["Ti", "C", "C", "C", "P", "C", "N", "Ge", "N", "C", "P", "C", "C", "C", "C", "C", "C", "C", "C", "C", "C", "C", "C", "N", "C", "C", "C", "C", "C", "C", "C", "C", "C", "C", "C", "C", "N", "C", "P", "C", "C", "C", "C", "C", "C", "C", "C", "C", "H", "H", "H", "H", "H", "H", "H", "H", "H", "H", "H", "H", "H", "H", "H", "H", "H", "H", "H", "H", "H", "H", "H", "H", "H", "H", "H", "H", "H", "H", "H", "H", "H", "H", "H", "H", "H", "H", "H", "H", "H", "H", "H", "H", "H", "H", "H", "H", "H", "H", "H", "H", "H", "H", "H", "H", "H", "H", "H", "H", "C", "C", "O", "C", "C", "C", "N", "N", "C", "O", "C", "C", "C", "C", "C", "C", "H", "H", "H", "H", "H", "H", "H", "H", "H", "H", "H", "H", "C", "N", "C", "C", "N", "C", "S", "H", "H", "H", "H", "H", "H"],
  "coordinates": [[0.96998, -0.86899, -0.14243], [3.10103, 1.55265, 3.54231], [1.57479, 1.58303, 3.47771], [1.04187, 2.60180, 4.48481], [0.93375, 1.70332, 1.70361], [-0.85808, 1.65485, 2.23417], [-1.88675, 1.39515, 1.24940], [-1.55290, -0.15208, 0.04736], [-2.49708, -1.64564, 0.93810], [-1.63755, -2.59619, 1.63490], [-0.42295, -1.57060, 2.62884], [-1.49923, -1.35112, 4.17521], [-1.72323, -2.60577, 5.02118], [-2.86703, -0.73875, 3.85632], [0.90238, -2.67493, 3.42371], [2.30047, -2.18943, 2.99667], [0.74111, -4.17730, 3.20060], [-3.85168, -1.83565, 0.95129], [-4.46250, -3.02695, 1.38415], [-5.83512, -3.13172, 1.52029], [-6.64759, -2.04817, 1.23840], [-6.06812, -0.88261, 0.75685], [-4.70233, -0.77385, 0.55922], [-4.06557, 0.37618, -0.05011], [-4.20935, 1.62466, 0.67851], [-5.38584, 2.35558, 0.71844], [-5.48367, 3.55671, 1.40173], [-4.35424, 4.06256, 2.01994], [-3.16413, 3.36306, 1.96779], [-3.05303, 2.11808, 1.32020], [-4.40609, 0.57866, -1.44585], [-5.67809, 0.77643, -1.95536], [-5.88420, 1.13666, -3.28068], [-4.78965, 1.31795, -4.10785], [-3.51859, 1.03569, -3.64345], [-3.30533, 0.57784, -2.33001], [-2.12122, 0.07315, -1.87521], [-1.12726, -0.35734, -2.84033], [-0.69207, -2.15350, -2.53981], [0.44563, -2.48476, -4.00259], [-0.00430, -2.02162, -5.38630], [1.82763, -1.92108, -3.68404], [-2.21604, -3.09754, -3.13145], [-2.93250, -3.66151, -1.90036], [-3.22856, -2.37129, -4.00974], [0.93246, 3.54886, 1.31322], [2.28990, 4.24468, 1.35402], [0.31269, 3.69425, -0.08049], [3.43023, 1.28931, 4.55294], [3.51550, 2.53098, 3.29833], [3.50670, 0.83187, 2.83693], [1.21828, 0.58725, 3.77314], [1.31127, 3.62044, 4.19971], [1.48816, 2.40141, 5.46235], [-0.03959, 2.54706, 4.60817], [-1.04333, 2.59664, 2.73993], [-0.88937, 0.87329, 3.00140], [-1.10318, -3.23817, 0.93637], [-2.21446, -3.21524, 2.32168], [-0.93516, -0.63184, 4.78419], [-2.24370, -3.38018, 4.45469], [-2.35589, -2.34503, 5.87206], [-0.80186, -3.02954, 5.41746], [-3.52475, -1.48080, 3.40464], [-2.81110, 0.10890, 3.17406], [-3.34127, -0.40168, 4.78106], [0.80555, -2.47725, 4.49259], [3.01568, -3.01358, 2.99130], [2.66957, -1.42422, 3.67937], [2.28023, -1.75338, 2.00112], [1.00398, -4.44119, 2.18211], [-0.27665, -4.51268, 3.40359], [1.41543, -4.71853, 3.86875], [-3.86021, -3.89658, 1.60883], [-6.26427, -4.06542, 1.86211], [-7.71935, -2.10984, 1.37015], [-6.71514, -0.04247, 0.56011], [-6.25925, 2.01390, 0.18751], [-6.42245, 4.09294, 1.42349], [-4.38521, 5.01916, 2.52623], [-2.29354, 3.82731, 2.40887], [-6.55001, 0.63682, -1.33762], [-6.88952, 1.29821, -3.64545], [-4.92326, 1.65771, -5.12727], [-2.67821, 1.16774, -4.31125], [-0.19685, 0.20949, -2.72650], [-1.49539, -0.24983, -3.85770], [0.52355, -3.57914, -4.02512], [-0.21288, -0.95159, -5.41108], [-0.88546, -2.56053, -5.73326], [0.80255, -2.20761, -6.09968], [1.79764, -0.83154, -3.64514], [2.54986, -2.20152, -4.45421], [2.18689, -2.29773, -2.72607], [-1.79615, -3.93899, -3.69609], [-3.36111, -2.84892, -1.31445], [-2.24333, -4.22130, -1.26401], [-3.74675, -4.33005, -2.19100], [-3.72106, -1.57534, -3.45428], [-4.00062, -3.07841, -4.32325], [-2.78341, -1.94467, -4.90817], [0.28121, 4.03578, 2.04551], [2.16433, 5.30073, 1.09936], [2.97858, 3.79588, 0.63780], [2.73936, 4.20173, 2.34573], [0.28394, 4.74523, -0.37794], [-0.70432, 3.29871, -0.10943], [0.91689, 3.14452, -0.80237], [0.91414, -5.01384, -0.41231], [1.58530, -3.69582, -0.14823], [0.83555, -2.64858, 0.04185], [2.95834, -3.59214, -0.19437], [3.62716, -2.35636, -0.32372], [5.11143, -2.28615, -0.50440], [2.91625, -1.23640, -0.48489], [3.48564, -0.32218, -1.31505], [2.63573, 0.62677, -1.64429], [1.43664, 0.65623, -1.11553], [3.02352, 1.45585, -2.78609], [2.11819, 2.35795, -3.34597], [2.45227, 3.07461, -4.48305], [3.68586, 2.88905, -5.08844], [4.58461, 1.97151, -4.55218], [4.26089, 1.26016, -3.41375], [0.64931, -5.07494, -1.47106], [-0.00720, -5.10475, 0.16334], [1.58330, -5.83690, -0.17034], [3.54738, -4.49715, -0.23638], [5.59688, -3.15647, -0.06524], [5.49010, -1.37250, -0.04672], [5.36210, -2.23876, -1.56679], [1.14524, 2.48240, -2.88691], [1.74576, 3.77845, -4.90434], [3.94745, 3.44764, -5.97788], [5.53825, 1.81020, -5.03983], [4.93883, 0.53334, -2.99094], [5.96749, 3.88639, -1.44049], [6.28984, 3.81888, -0.03495], [7.16880, 4.63071, 0.66188], [7.16115, 4.23437, 1.94747], [6.27528, 3.17541, 2.02964], [5.74419, 2.89764, 0.80608], [4.70185, 1.66305, 0.40486], [6.41352, 4.77847, -1.87371], [4.88528, 3.91296, -1.56831], [6.33432, 3.00158, -1.96032], [7.72553, 5.41212, 0.17743], [7.69611, 4.60116, 2.80362], [6.02854, 2.64449, 2.84512]],
  "lowdin_spin": [0.890, 0.000, 0.000, 0.000, -0.001, 0.001, -0.003, 0.007, -0.003, 0.000, 0.006, 0.002, 0.001, 0.000, 0.001, 0.004, 0.001, 0.000, 0.000, 0.000, 0.000, 0.000, 0.000, 0.000, 0.000, 0.000, 0.000, 0.000, 0.000, 0.000, 0.000, 0.000, 0.000, 0.000, 0.000, 0.000, -0.001, 0.001, 0.014, 0.003, 0.001, 0.000, 0.004, 0.000, 0.001, -0.001, 0.000, 0.000, 0.000, 0.000, 0.000, 0.000, 0.000, 0.000, 0.000, 0.000, 0.000, 0.000, 0.000, 0.000, 0.000, 0.000, 0.000, 0.000, 0.000, 0.000, 0.000, 0.000, 0.000, 0.003, 0.001, 0.000, 0.000, 0.000, 0.000, 0.000, 0.000, 0.000, 0.000, 0.000, 0.000, 0.000, 0.000, 0.000, 0.000, 0.001, 0.000, 0.000, 0.000, 0.000, 0.000, 0.000, 0.000, 0.000, 0.000, 0.000, 0.000, 0.000, 0.000, 0.000, 0.000, 0.000, 0.000, 0.000, 0.000, 0.000, 0.000, 0.000, 0.007, 0.043, 0.015, -0.005, 0.057, 0.008, -0.035, 0.005, -0.018, -0.006, 0.000, -0.004, 0.000, -0.004, 0.000, -0.004, 0.003, 0.001, 0.000, -0.001, 0.000, 0.002, 0.004, 0.000, 0.000, 0.000, 0.000, 0.000, 0.000, 0.000, 0.000, 0.000, 0.000, 0.000, -0.001, 0.000, 0.000, 0.000, 0.000, 0.000, 0.000],
  "largest_force_ev_per_a": 3.7,
  "homo_lumo_gap_ev": [6.077, 6.171],
  "multiplicity": 2,
  "e_tot_ha": -7079.81663,
  "homo_ev": [-6.4, -6.4],
  "total_charge": 0
}